Density functional theory data (ωB97M-V with the def2-TZVPD basis set) for a molecular structure, C4H3LiOSr in a non-equilibrium geometry.

Positions of all 10 atoms, in Å:
C 2.41 -0.93 0.36
C 1.99 -0.18 -0.63
H 3.23 -1.65 0.45
H 2.39 0.06 -1.63
Sr 0.81 0.45 1.54
C -0.39 1.07 -0.57
C -1.56 0.53 -0.74
O -2.38 -0.33 -0.91
H -0.19 2.10 -0.88
Li -3.13 -1.71 -1.86

Values from the calculation:
Expectation value of S²: 0.762
Highest occupied orbital energy (alpha / beta), hartree: -0.344 / -0.416
Net charge: +1
Max |F|, eV Å⁻¹: 3.62
Energy relative to the best compared isomer or geometry (same formula, charge and spin), kcal per mole: 14.9
Multiplicity: 2



Density functional theory data (ωB97M-V with the def2-TZVPD basis set) for a single C4H3N molecule in a non-equilibrium geometry.

Positions of all 8 atoms, in Å:
C 1.55 0.14 0.69
C 0.42 -0.18 0.13
C -0.72 -0.53 -0.43
C -1.78 0.42 -0.66
N -2.65 1.15 -0.85
H 2.39 0.47 0.09
H 1.68 0.09 1.77
H -0.90 -1.55 -0.74

Values from the calculation:
SMILES: C=C=CC#N
Highest occupied orbital energy, hartree: -0.381
Max |F|, eV Å⁻¹: 1.14
Energy relative to the best compared isomer or geometry (same formula, charge and spin), kcal per mole: 1.5



Density functional theory data (ωB97M-V with the def2-TZVPD basis set) for a single C4H3N molecule in a non-equilibrium geometry.

Positions of all 8 atoms, in Å:
C 2.41 0.11 0.02
C 1.24 0.25 0.02
C -0.36 0.56 -0.06
N -1.43 1.22 0.02
C -1.49 -0.32 -0.06
H 3.37 -0.24 -0.10
H -1.97 -0.86 -0.82
H -1.76 -0.73 0.98

Values from the calculation:
SMILES: C#CC1=NC1
Highest occupied orbital energy, hartree: -0.377
Max |F|, eV Å⁻¹: 7.77
Energy relative to the best compared isomer or geometry (same formula, charge and spin), kcal per mole: 74.2



Density functional theory data (ωB97M-V with the def2-TZVPD basis set) for a molecular structure, C4H3N2 in a non-equilibrium geometry.

Positions of all 9 atoms, in Å:
C -2.75 -2.06 -1.12
C -1.41 -2.11 -1.15
C -0.51 -0.42 -0.96
C 0.24 1.21 0.68
N -3.84 -2.26 -0.80
N -0.02 0.31 -0.16
H -0.70 -2.82 -1.30
H 1.18 1.10 1.15
H -0.50 2.09 0.88

Values from the calculation:
Highest occupied orbital energy (alpha / beta), hartree: -0.560 / -0.558
Net charge: +1
Max |F|, eV Å⁻¹: 5.99
Energy relative to the best compared isomer or geometry (same formula, charge and spin), kcal per mole: 71.6



Density functional theory data (ωB97M-V with the def2-TZVPD basis set) for a gas-phase ion, C4H3N2O5 (charge -1) in a non-equilibrium geometry.

Positions of all 14 atoms, in Å:
O -0.79 0.41 2.14
C 0.33 0.78 1.83
O 1.22 1.36 2.40
N 0.65 0.12 0.51
C 1.42 0.30 -0.61
C 1.03 -0.52 -1.58
O -0.10 -1.26 -1.20
C -0.50 -0.81 0.03
N -1.74 0.09 -0.18
O -1.57 1.22 -0.62
O -2.78 -0.51 -0.13
H 2.11 1.13 -0.83
H 1.27 -0.75 -2.62
H -0.54 -1.57 0.85

Values from the calculation:
SMILES: O=C([O-])N1C=CO[C@@H]1[N+](=O)[O-]
Highest occupied orbital energy, hartree: -0.151
Net charge: -1
Max |F|, eV Å⁻¹: 5.01
Energy relative to the best compared isomer or geometry (same formula, charge and spin), kcal per mole: 128.8



Density functional theory data (ωB97M-V with the def2-TZVPD basis set) for a single C4H3N3 molecule in a non-equilibrium geometry.

Positions of all 10 atoms, in Å:
C 2.31 0.08 -0.33
C 1.44 -0.29 0.43
C 0.01 -0.17 0.47
C -0.61 0.98 0.04
N -1.91 0.72 -0.21
N -2.14 -0.54 0.02
N -0.98 -1.08 0.47
H 2.89 0.48 -1.14
H -0.14 1.92 -0.17
H -0.86 -2.09 0.42

Values from the calculation:
SMILES: C#Cc1cnn[nH]1
Highest occupied orbital energy, hartree: -0.343
Max |F|, eV Å⁻¹: 1.32
Energy relative to the best compared isomer or geometry (same formula, charge and spin), kcal per mole: 79.9



Density functional theory data (ωB97M-V with the def2-TZVPD basis set) for a single C4H3N3 molecule in a non-equilibrium geometry.

Positions of all 10 atoms, in Å:
C -1.14 0.57 -0.02
C -1.53 -0.75 -0.03
C 1.24 0.58 -0.03
C 0.70 -1.17 0.30
N 0.08 0.85 -0.24
N -0.42 -1.57 0.19
N 2.40 0.97 -0.11
H -1.75 1.42 -0.05
H -2.54 -1.08 0.03
H 2.95 0.17 -0.03

Values from the calculation:
Highest occupied orbital energy, hartree: -0.322
Max |F|, eV Å⁻¹: 3.31
Energy relative to the best compared isomer or geometry (same formula, charge and spin), kcal per mole: 95.1



Density functional theory data (ωB97M-V with the def2-TZVPD basis set) for a single C4H3N3 molecule in a non-equilibrium geometry.

Positions of all 10 atoms, in Å:
C 2.65 -0.18 0.21
C 1.42 -0.18 0.30
C 0.03 -0.06 0.18
C -0.72 1.05 -0.16
N -2.02 0.67 -0.22
N -2.11 -0.59 0.07
N -0.89 -1.05 0.28
H 2.77 0.33 -0.74
H -0.39 2.05 -0.38
H -0.74 -2.03 0.47

Values from the calculation:
SMILES: C#Cc1cnn[nH]1
Highest occupied orbital energy, hartree: -0.360
Max |F|, eV Å⁻¹: 1.54
Energy relative to the best compared isomer or geometry (same formula, charge and spin), kcal per mole: 89.9